[1]
{
  "formula": "C3H3FeO3",
  "method": "wB97M-V/def2-TZVPD",
  "symbols": ["Fe", "O", "C", "H", "C", "O", "C", "H", "O", "H"],
  "positions_angstrom": [[2.5969, -0.8835, 0.7411], [0.7318, -0.9365, 0.7549], [0.7783, 3.1791, -0.7687], [-0.4807, 2.3185, 0.7385], [-0.1307, -0.1429, 0.2655], [-1.3465, -0.2037, 0.3231], [0.2118, 2.1831, -0.0937], [0.5440, 4.2057, -0.4945], [0.5051, 0.8844, -0.3972], [1.5082, 2.9951, -1.5578]],
  "s_squared": 12.016,
  "charge": 1,
  "fmax_ev_per_a": 5.02,
  "homo_energy_ev": [-11.81, -15.13],
  "energy_ev": -43677.19430,
  "multiplicity": 7
}

[2]
{
  "formula": "C3H3HgLiO2",
  "method": "wB97M-V/def2-TZVPD",
  "symbols": ["H", "O", "Hg", "O", "C", "Li", "H", "C", "H", "C"],
  "positions_angstrom": [[-1.2361, 0.2696, -1.1111], [-1.1916, 0.8882, 1.8684], [2.8900, 0.2307, 1.8837], [2.5683, -0.2490, -0.6165], [2.0437, -1.1639, -1.0448], [2.5603, 1.8195, -0.4731], [-2.8308, -0.6320, -0.1357], [-1.8215, -0.2875, -0.3705], [-1.5993, -1.2216, -0.8869], [-1.3830, 0.3462, 0.8866]],
  "s_squared": 0.754,
  "charge": 1,
  "fmax_ev_per_a": 6.08,
  "homo_energy_ev": [-8.70, -13.55],
  "energy_ev": -11623.28244,
  "multiplicity": 2
}